ORCA calculation (ωB97M-V with the def2-TZVPD basis set) on C19H30CaCl2N3O3 as an isolated structure at a distorted geometry.

Structure (XYZ):
```
58
C19H30CaCl2N3O3 ωB97M-V with the def2-TZVPD basis set
O 0.164 -0.657 -4.033
C -0.792 0.169 -3.770
C -0.474 1.603 -4.208
C 0.164 2.501 -3.365
H 0.392 2.201 -2.336
C 0.456 3.787 -3.830
H 0.933 4.490 -3.151
C 0.136 4.149 -5.141
H 0.344 5.156 -5.502
C -0.482 3.219 -5.989
H -0.736 3.480 -7.015
C -0.778 1.940 -5.525
H -1.240 1.179 -6.162
H -1.662 -0.171 -4.377
C -2.410 -1.138 -2.082
C -1.691 0.162 -2.174
H -3.322 -1.149 -2.712
H -2.734 -1.333 -1.043
H -1.768 -1.955 -2.440
C -2.148 1.332 -1.691
C -3.514 1.610 -1.146
H -1.498 2.202 -1.655
H -4.033 2.366 -1.756
H -3.426 2.012 -0.128
H -4.138 0.705 -1.104
Ca -0.844 0.028 0.816
Cl 0.335 2.287 0.305
Cl -3.191 -0.116 1.806
H 4.452 1.511 -2.807
H 4.606 1.851 -0.288
C 3.374 1.522 -2.593
C 3.582 1.506 -0.117
N 3.103 0.864 -1.327
H 2.840 0.990 -3.391
C 2.301 -0.215 -1.269
O 1.872 -0.715 -0.214
H 3.539 0.792 0.707
H 2.037 -0.628 -2.268
H 3.037 2.568 -2.566
H 2.942 2.363 0.126
H -0.389 -5.659 0.576
H 1.505 -5.516 -1.335
C -0.957 -4.997 -0.087
C 0.811 -4.829 -1.834
N -0.044 -4.166 -0.856
H -1.614 -4.353 0.498
C 0.002 -2.847 -0.659
O -0.665 -2.245 0.216
H 1.380 -4.069 -2.378
H 0.675 -2.313 -1.355
H -1.538 -5.617 -0.777
H 0.201 -5.407 -2.538
C 0.176 -0.054 5.732
C 0.116 -0.119 4.279
N 0.036 -0.163 3.123
H 1.064 -0.581 6.100
H -0.713 -0.520 6.175
H 0.226 0.988 6.067
```

orbital gap = 0.20796 Eh
largest force on an atom = 2.7 eV/Å
energy relative to the best compared isomer or geometry (same formula, charge and spin) = 0.0 kJ/mol
charge = -1

Here are the Löwdin charges for atoms 1 to 4, given in e:
1. O -0.22
2. C -0.47
3. C -0.18
4. C -0.08

***

ORCA calculation (ωB97M-V with the def2-TZVPD basis set) on CH8NOSi as an isolated structure at a distorted geometry.

Structure (XYZ):
```
12
CH8NOSi ωB97M-V with the def2-TZVPD basis set
C -1.160 -0.759 0.122
N -2.035 0.859 -0.296
O 0.000 -0.572 -0.057
Si 3.325 -0.280 0.175
H -1.763 -1.483 -0.507
H -1.744 -0.770 1.108
H -1.365 1.622 -0.045
H -2.932 0.891 0.114
H -2.296 1.126 -1.177
H 4.585 0.387 0.773
H 2.436 -1.409 0.853
H 2.949 0.388 -1.064
```

orbital gap = 0.18575 Eh
largest force on an atom = 5.5 eV/Å
energy relative to the best compared isomer or geometry (same formula, charge and spin) = 385.5 kJ/mol
charge = +1

Here are the Löwdin charges for atoms 1 to 4, given in e:
1. C -0.40
2. N 0.12
3. O -0.15
4. Si 1.13

***

ORCA calculation (ωB97M-V with the def2-TZVPD basis set) on a 2-piece molecular cluster, C2H7NO3 overall at a distorted geometry.

Structure (XYZ):
```
13
C2H7NO3 ωB97M-V with the def2-TZVPD basis set
C 1.375 1.186 -1.646
N 0.311 1.196 -0.532
C -0.250 0.255 0.343
O 0.378 -1.007 0.460
O -1.187 0.577 1.066
H 2.401 1.216 -1.247
H 1.422 0.267 -2.092
H 1.186 1.976 -2.350
H -0.114 2.111 -0.503
H 0.299 -1.319 1.391
H -1.917 -1.359 1.644
H -2.149 -2.860 1.417
O -1.754 -2.239 2.049
```

orbital gap = 0.39387 Eh
SMILES = CNC(=O)O.O
largest force on an atom = 3.3 eV/Å
energy relative to the best compared isomer or geometry (same formula, charge and spin) = 75.6 kJ/mol
charge = 0

Here are the Löwdin charges for atoms 1 to 4, given in e:
1. C -0.03
2. N 0.04
3. C -0.52
4. O 0.05

***

ORCA calculation (ωB97M-V with the def2-TZVPD basis set) on the molecule C6H10OS.

Structure (XYZ):
```
18
C6H10OS ωB97M-V with the def2-TZVPD basis set
C -0.307 -0.352 1.722
C -0.851 -0.975 0.682
C 0.829 0.611 1.682
C -0.484 -0.811 -0.735
C -1.608 -0.331 -1.605
C 0.727 -1.059 -1.213
O 1.944 2.577 0.242
S 0.419 2.129 0.713
H -0.725 -0.519 2.706
H -1.693 -1.631 0.861
H 1.104 0.931 2.684
H 1.701 0.200 1.178
H -2.499 -0.933 -1.442
H -1.335 -0.376 -2.657
H -1.852 0.701 -1.352
H 0.950 -0.928 -2.257
H 1.525 -1.425 -0.591
H 2.154 2.193 -0.619
```

orbital gap = 0.33990 Eh
SMILES = C=C(C)/C=C\CSO
largest force on an atom = 0.8 eV/Å
energy relative to the best compared isomer or geometry (same formula, charge and spin) = 186.6 kJ/mol
charge = 0

Here are the Löwdin charges for atoms 1 to 4, given in e:
1. C -0.17
2. C -0.10
3. C -0.44
4. C -0.40

***

Question: Look up the energy relative to the best compared isomer or geometry (same formula, charge and spin) of the third one.
Answer: 75.6 kJ/mol

***

Copy entry 4 word for word.
ORCA calculation (ωB97M-V with the def2-TZVPD basis set) on the molecule C6H10OS.

Structure (XYZ):
```
18
C6H10OS ωB97M-V with the def2-TZVPD basis set
C -0.307 -0.352 1.722
C -0.851 -0.975 0.682
C 0.829 0.611 1.682
C -0.484 -0.811 -0.735
C -1.608 -0.331 -1.605
C 0.727 -1.059 -1.213
O 1.944 2.577 0.242
S 0.419 2.129 0.713
H -0.725 -0.519 2.706
H -1.693 -1.631 0.861
H 1.104 0.931 2.684
H 1.701 0.200 1.178
H -2.499 -0.933 -1.442
H -1.335 -0.376 -2.657
H -1.852 0.701 -1.352
H 0.950 -0.928 -2.257
H 1.525 -1.425 -0.591
H 2.154 2.193 -0.619
```

orbital gap = 0.33990 Eh
SMILES = C=C(C)/C=C\CSO
largest force on an atom = 0.8 eV/Å
energy relative to the best compared isomer or geometry (same formula, charge and spin) = 186.6 kJ/mol
charge = 0

Here are the Löwdin charges for atoms 1 to 4, given in e:
1. C -0.17
2. C -0.10
3. C -0.44
4. C -0.40

***

Question: Look up the charge of the third one.
Answer: 0

***

Question: Which value of energy relative to the best compared isomer or geometry (same formula, charge and spin) does entry 1 give?
Answer: 0.0 kJ/mol